Molecular formula: C34H34HgN12O2
Method: DFT, wB97M-V/def2-TZVPD

```
83
Properties=species:S:1:pos:R:3:forces:R:3:mulliken_spin:R:1
Hg 0.2294 0.2764 0.2865 0.4 0.0 -0.3 -0.0069
C -0.5001 4.9396 1.4969 -0.3 0.2 0.4 -0.0018
C -0.1843 3.8180 0.7247 -0.1 -0.7 -0.1 0.0063
N -0.6597 2.6170 0.9694 0.2 0.6 -0.1 -0.0041
C -1.5371 2.4452 1.9724 -0.3 0.3 0.5 0.0137
C -1.9263 3.5238 2.8184 0.1 -0.2 -0.2 -0.0001
C -1.3606 4.7885 2.5532 0.3 0.0 -0.3 -0.0006
C -2.8512 3.3108 3.8516 -0.3 -0.1 0.4 0.0003
C -3.3841 2.0550 4.0349 0.0 0.6 0.2 -0.0001
C -3.0467 1.0033 3.1987 0.4 -0.2 -0.4 0.0001
C -2.1290 1.1486 2.1501 -0.4 -0.1 0.5 -0.0111
N -1.7730 0.1127 1.3507 0.3 -0.2 -0.2 -0.0005
C -2.7036 -0.8049 0.9747 -0.6 0.2 -0.2 -0.0002
C -4.0340 -0.4530 0.7247 0.5 0.2 0.1 -0.0016
C -4.9520 -1.3520 0.2043 -0.2 -0.6 -0.2 0.0007
C -4.6001 -2.6536 -0.0711 -0.4 0.2 -0.1 -0.0005
C -3.2942 -3.0838 0.2046 0.3 0.2 0.0 0.0005
C -2.8671 -4.4064 -0.0307 0.3 -0.1 0.1 0.0000
C -1.6054 -4.7860 0.3463 -0.5 -0.2 -0.2 0.0001
C -0.7764 -3.8304 0.9382 0.1 0.5 0.2 0.0000
N -1.1074 -2.5710 1.0987 0.3 -0.5 0.2 0.0007
C -2.3367 -2.1723 0.7453 -0.7 -0.3 -0.1 0.0000
H -0.0570 5.8976 1.2629 0.0 0.0 0.0 0.0001
H 0.4827 3.9036 -0.1228 0.1 0.0 -0.1 0.0015
H -1.6180 5.6259 3.1893 0.0 0.0 0.0 0.0000
H -3.1281 4.1402 4.4900 0.0 0.0 0.0 0.0000
H -4.0822 1.8823 4.8454 0.0 0.0 0.0 0.0000
H -3.4870 0.0298 3.3663 0.0 0.0 0.0 0.0000
H -4.3335 0.5736 0.8946 0.0 0.0 0.0 -0.0001
H -5.9592 -1.0106 -0.0002 0.0 0.0 0.0 0.0001
H -5.3098 -3.3534 -0.4946 0.0 0.0 0.0 -0.0001
H -3.5448 -5.1138 -0.4917 -0.1 0.0 0.0 0.0000
H -1.2568 -5.7999 0.2050 0.0 -0.1 0.0 0.0000
H 0.2018 -4.1224 1.3047 0.2 0.0 0.0 -0.0004
C -0.0809 -4.7203 -3.1768 0.1 -0.1 -0.1 0.0001
O -0.7238 -3.5023 -2.8792 -0.1 0.1 0.0 0.0004
C -0.2501 -2.6220 -1.9517 -0.1 0.1 -0.1 -0.0010
O -0.9069 -1.6521 -1.6999 -0.1 0.2 0.1 0.0024
N 0.9461 -2.9315 -1.3912 0.7 -0.5 0.0 0.0009
N 1.4935 -2.1234 -0.3949 -0.2 0.0 0.1 -0.0010
H -0.7436 -5.2248 -3.8800 0.1 0.0 0.0 0.0000
H 0.0361 -5.3522 -2.2905 0.0 0.0 0.0 0.0000
H 0.8896 -4.5644 -3.6611 0.0 0.0 0.0 0.0001
H 1.4630 -3.7514 -1.6851 -0.2 0.3 0.1 -0.0001
H 2.4186 -1.7715 -0.6399 -0.2 -0.2 0.0 -0.0012
H 1.5156 -2.5964 0.5038 -0.1 0.0 -0.2 0.0007
N 4.0432 -0.6025 -0.5234 0.0 0.0 0.2 0.0027
C 3.5444 0.0878 -1.6076 -0.2 0.0 -0.5 -0.0212
N 4.3685 0.1978 -2.6575 0.4 -0.1 0.0 0.1066
C 3.8302 0.8701 -3.6865 -0.3 0.1 0.4 0.0059
N 4.6478 1.0716 -4.7698 0.2 0.0 -0.2 0.0051
N 2.6273 1.3891 -3.7372 0.2 0.2 -0.5 0.0486
C 1.8464 1.1799 -2.6458 -0.2 0.1 0.0 0.1399
N 2.2935 0.5041 -1.5546 0.2 -0.2 0.3 0.0572
C 0.5207 1.6883 -2.6640 0.6 -0.2 0.0 0.2163
C 0.1173 2.5713 -3.6935 -0.2 0.3 -0.3 0.0966
C -1.1710 3.0191 -3.7483 0.2 -0.2 0.0 0.0161
C -2.0837 2.5495 -2.7871 -0.2 0.0 0.2 0.1955
C -1.6156 1.7183 -1.7904 -0.4 0.1 -0.1 -0.0698
N -0.3585 1.3167 -1.6879 0.1 -0.2 0.2 0.1593
H 5.0507 -0.6805 -0.5420 -0.1 0.0 0.0 0.0035
H 3.6637 -0.2747 0.3629 0.1 0.0 0.1 0.0016
H 5.4077 0.4169 -4.8520 0.0 0.0 0.0 0.0029
H 4.1622 1.3191 -5.6158 0.0 0.0 0.0 0.0003
H 0.8643 2.8743 -4.4100 0.0 0.0 0.0 0.0262
H -1.4967 3.7027 -4.5226 0.1 0.0 0.0 0.0044
H -3.1215 2.8417 -2.8133 -0.1 0.0 0.1 0.0134
H -2.2946 1.3489 -1.0307 0.0 0.0 0.1 0.0018
C 1.2232 -1.7134 3.0973 0.0 0.2 -0.1 -0.0012
C 2.1419 -0.5903 2.7393 -0.1 -0.3 0.2 -0.0004
C 3.3546 -0.3048 3.3236 0.1 -0.2 0.2 0.0004
C 3.8415 0.8564 2.7033 0.1 0.1 -0.1 -0.0008
C 2.9005 1.2237 1.7650 0.1 0.4 0.0 0.0034
C 2.9226 2.4618 0.9295 -0.2 0.0 0.1 -0.0192
N 1.8573 0.3358 1.7764 0.2 0.0 0.0 0.0024
H 0.9420 -1.6652 4.1512 0.0 0.0 0.0 -0.0001
H 1.7155 -2.6788 2.9407 -0.1 -0.1 0.0 -0.0002
H 0.3161 -1.6654 2.4967 0.0 -0.1 0.1 0.0008
H 3.8276 -0.8566 4.1166 0.0 -0.2 0.1 0.0000
H 4.7611 1.3714 2.9227 0.1 0.1 0.0 0.0001
H 3.9458 2.8269 0.8347 0.0 0.0 0.0 -0.0001
H 2.3182 3.2440 1.3941 0.1 0.1 0.0 -0.0005
H 2.5170 2.2764 -0.0626 0.0 0.1 -0.1 0.0057
```
Forces are in eV/Å.

Values from the calculation:
**Kohn-Sham gap (alpha / beta)**: 0.16529 / 0.23487 hartree
**Energy above the lowest of the compared OMol25 structures with the same formula, charge and spin**: 23.66 kcal/mol
**HOMO level (alpha / beta)**: -2.114 / -4.009 eV
**Strongest force on any atom**: 0.90 eV Å⁻¹
**Energy**: -2277.12758 a.u.
**Net charge**: -1
**⟨S²⟩**: 0.766
**Spin multiplicity**: 2